This record from the OMol25 dataset describes a cluster of 3 separate species, C38H42F18IN3O9S2 in total in a non-equilibrium geometry. The level of theory is ωB97M-V/def2-TZVPD.

Structure (XYZ):
```
113
Properties=species:S:1:pos:R:3:forces:R:3:lowdin_charge:R:1
H 2.76755 4.78835 4.23091 -0.1568 0.0030 0.1068 0.12
H 4.30605 4.18219 7.44917 -0.0115 0.0285 -0.1205 0.17
H -1.13616 -4.92334 2.48456 0.2588 0.1757 0.1437 0.08
O 4.23786 0.18849 -1.01025 -0.8887 -1.4240 0.5358 -0.26
C 2.10846 0.84532 -5.28117 0.2526 0.6153 -0.7524 -0.59
C -2.22822 -1.45180 -1.96875 -0.7980 0.0809 -0.3095 -0.08
F 2.58858 5.75487 6.30779 0.3446 -0.0316 0.1013 0.11
F 1.05848 1.37167 6.33104 0.1896 0.2187 -0.0248 0.10
O -4.61111 -0.77556 0.06269 -0.0518 -0.8764 -0.0214 0.15
C 1.41203 5.87388 1.23192 0.6991 -1.0925 -0.1834 -0.53
H 0.60716 0.76807 4.49338 0.1159 0.0453 -0.1467 0.16
H -0.14458 1.30800 -6.62769 0.2071 -0.1803 0.2367 0.01
O -2.13163 -4.28345 -5.78579 0.3080 0.5727 0.4594 0.11
N -0.53009 -1.18223 -3.68085 1.3601 -1.0901 0.4175 0.01
H -4.30880 -0.96353 -2.43975 0.3871 -0.4485 0.2618 0.11
C -0.33990 -2.05971 -0.00328 0.3440 0.2938 1.2440 -0.19
H 1.81085 2.76948 0.32958 -0.1181 0.0599 -0.0580 0.13
C 1.05205 -4.59947 2.44931 0.0432 -0.5772 -0.5169 -0.19
C -0.23100 -6.71861 3.24085 -0.5382 0.7034 -0.1370 -0.10
C 3.20985 0.68768 -4.47117 0.3406 0.0707 -0.2156 -0.14
C 0.70650 -2.42567 1.04637 -0.2116 -0.8155 -0.5149 -0.16
H -0.68095 1.30422 0.50000 -0.0060 -0.0077 0.2976 0.09
H -2.48583 0.44175 1.15258 0.3623 0.0895 0.1308 0.11
C 0.86300 -3.99500 1.03504 0.0052 0.6180 0.4706 -0.16
C -3.96867 -2.83060 -6.22681 0.3195 1.0847 0.1635 0.02
C 0.10343 6.65999 1.13078 -0.4986 0.3040 0.1201 -0.28
H 4.16005 1.15847 -4.69915 -0.1619 -0.1357 0.1067 0.10
C -1.68842 -2.05695 0.34183 -0.3399 -0.1796 0.0031 -0.10
F 1.16534 4.11625 6.40922 0.0582 -0.0905 0.1522 0.13
F 2.71922 4.36559 8.63093 -0.0781 0.1433 -0.1447 0.09
F 2.90840 0.97071 3.35938 -0.1973 -0.1809 0.0346 0.14
S 1.77968 -1.80824 -1.66694 -0.3813 0.0218 -0.4500 1.11
F 1.91329 6.04156 2.47688 -0.1806 0.3077 0.1585 0.14
C 3.05822 -0.11069 -3.36322 0.5322 -0.6491 0.1202 -0.30
N -4.84329 -3.04385 -0.24125 -0.4832 0.2395 -0.6937 0.16
C 0.02499 -1.76748 -1.30669 1.3558 0.2459 -0.5439 -0.33
N -3.06651 0.06682 -3.75530 -0.2705 -0.3723 0.5866 0.03
C -2.18935 -2.38643 1.75204 -0.0567 1.0285 0.0830 -0.08
H -0.05657 -4.40499 0.59490 0.2920 -0.1063 0.0311 0.11
H 1.73971 -5.45412 2.35727 -0.0658 0.2843 0.0235 0.09
H 0.78727 -7.11820 3.22284 -0.2359 0.0019 0.1340 0.06
F 1.16385 2.54021 -1.85736 0.2906 -0.1662 -0.2698 0.11
F 1.82360 -0.46981 5.47428 0.2731 0.0359 -0.2032 0.10
H 4.04235 3.80148 4.85478 -0.0186 -0.1567 0.2801 0.15
C -0.14827 1.15812 1.45302 0.1592 0.4709 0.4292 -0.09
C 2.96172 3.94455 4.89043 0.3351 0.3131 -0.6179 -0.04
C -2.76495 -1.15123 2.54421 0.3512 0.0339 0.4032 -0.12
O 2.27329 2.86870 4.26254 -0.2287 -0.2961 0.6791 0.04
C -0.74073 -2.34237 -4.55905 0.3370 0.1214 0.1552 -0.10
I 2.44392 2.06362 -7.00222 -0.0728 -0.2975 0.4504 0.92
H -4.60105 -3.64241 0.53949 -0.0554 -0.0385 -0.0575 0.14
C 2.61938 1.56057 4.54221 0.6677 0.8603 -0.3636 -0.53
O 5.53556 0.48305 -2.94313 0.2825 -0.7359 -1.0393 -0.26
C 1.45949 0.80081 5.17790 -0.7528 -0.4813 0.1506 -0.28
F 3.20717 2.52838 7.58478 -0.0962 -0.0468 -0.1650 0.10
H -2.50292 0.64166 -3.13174 -0.0436 0.2164 -0.3035 0.08
H 0.39525 -2.08269 2.03405 0.0104 0.0243 -0.2052 0.10
C -0.86675 -1.45601 -2.31319 -1.4962 0.2158 -0.0659 -0.16
H -0.74028 -6.99087 4.17274 0.2202 -0.1819 -0.2071 0.07
F 0.35168 7.98314 1.25839 0.2064 -0.0647 0.0855 0.10
S 4.48964 -0.26752 -2.33457 1.1858 2.7665 0.3277 0.63
H 0.16228 -2.59369 -5.13178 -0.1275 0.2354 0.1939 0.16
C 1.00087 3.78280 -1.33365 -0.4430 0.1676 0.6869 -0.44
H -3.94889 0.56017 -3.85790 0.1268 0.0695 -0.0978 0.08
O -0.72321 0.11007 2.23005 0.2524 -0.0261 -0.7398 -0.20
F -6.04667 -3.97606 -1.99602 0.2932 0.4213 0.7209 0.13
C -2.60367 -1.75609 -0.67235 -0.3889 -0.9134 0.7129 -0.06
H 1.67104 -1.94840 0.83357 -0.2445 -0.0560 0.0756 0.09
F 0.63344 4.61193 -3.51105 -0.0292 -0.2082 0.1158 0.09
C -4.07595 -1.80181 -0.27051 0.3981 1.4739 0.0698 -0.36
H 1.69950 -4.26651 0.37674 -0.2272 0.0455 0.1238 0.11
H 2.45884 4.60684 -2.72227 0.0116 -0.0803 0.0989 0.18
F 2.34935 6.31803 0.37918 -0.1402 0.2967 -0.0319 0.15
H -4.14004 -1.74916 -6.12902 -0.0357 -0.2918 -0.0583 0.08
H -3.00459 -3.11870 1.67217 0.4071 -0.0880 0.2031 0.10
C -4.83030 -3.73736 -1.47513 1.4181 -1.1174 -0.8240 -0.48
C 1.85532 -0.73846 -3.09465 -0.3731 -1.1910 1.8266 -0.39
H -1.38668 -2.79581 2.36313 -0.2274 -0.2150 -0.3090 0.09
F 4.93552 -1.77600 -2.37323 -0.7245 0.3329 0.1381 -0.14
H -0.18374 2.07012 2.07452 -0.0312 0.0734 -0.5173 0.10
H -3.85407 -1.12413 2.42439 0.2614 0.3788 -0.1043 0.10
C 0.74223 -0.56984 -3.88094 -0.0922 0.9846 -1.2257 -0.18
H -2.48843 0.99166 2.84019 -0.0147 -0.1892 -0.1226 0.13
H -0.99281 -3.20373 -3.92997 -0.1604 0.0664 -0.3382 0.15
H -4.68669 -3.35299 -5.58663 0.2945 -0.0902 -0.1109 0.09
H -0.45458 -0.41874 -6.51257 -0.3523 0.2405 0.1552 0.09
C -2.13074 0.19338 2.16706 -1.0236 -0.3081 -0.1344 -0.23
O 1.21572 4.51221 1.08053 -0.4066 0.5173 -0.4885 0.04
F 3.74547 1.51353 5.27710 -0.1259 -0.3074 0.0883 0.15
H -1.19521 0.74738 -5.33711 0.0868 -0.5641 -0.1096 0.08
H 1.56523 -3.88916 3.11236 -0.2610 -0.0493 -0.1542 0.11
H -0.81031 -7.14373 2.41042 0.3313 -0.1915 0.2032 0.07
C -0.25188 -5.16686 3.08653 0.4803 -0.1357 0.3371 -0.25
O -3.86480 -4.12190 -2.07515 -1.0690 0.5537 0.5823 0.17
H -2.60838 -1.26324 3.62899 0.0874 -0.4354 -0.3202 0.12
F -0.31813 3.90909 -1.05899 0.0003 0.1304 -0.1176 0.13
C 1.42122 4.77486 -2.41922 0.1063 0.0489 -0.6464 -0.30
H 2.84007 4.06880 -0.16257 -0.0752 0.2408 -0.1729 0.15
C -0.30295 0.49052 -5.91961 0.1386 0.1373 -0.0464 -0.05
C -3.35568 -1.16330 -2.95292 0.0927 0.7240 -0.5932 -0.17
H -3.54425 -2.03080 -3.60070 0.2480 0.2634 -0.0039 0.09
C 0.88401 0.25795 -5.01343 -0.7788 0.4938 -0.4922 -0.21
O -1.80181 -2.05570 -5.48024 -0.4580 -0.7622 0.5671 -0.02
C 2.48141 4.39591 6.28361 -0.6072 -0.3103 -0.4796 -0.44
F -0.48712 6.47134 -0.06331 0.1321 -0.1197 -0.0519 0.10
H -0.59261 6.35202 1.91408 0.1288 -0.0831 0.0722 0.18
H 0.90581 0.98104 1.20211 -0.2392 -0.4996 0.3575 0.09
C 3.25899 3.86961 7.49096 0.2163 0.1815 0.5568 -0.31
H -4.14537 -3.11077 -7.26913 0.1716 -0.1460 0.2267 0.09
C -2.53859 -3.14760 -5.79509 -0.8921 -0.7569 -0.9629 -0.52
F 1.28336 6.05318 -2.02460 -0.0133 -0.0124 0.2298 0.10
C 1.79325 3.80480 -0.01288 0.3745 -0.3574 0.3975 -0.03
H -0.38363 -4.70154 4.07417 -0.0969 -0.1440 -0.2391 0.10
```
Positions in Å, forces in eV/Å.

Output
E_HOMO   -8.51 eV
Total energy   -5206.27236 Eh
Charge   0
SMILES string   CCCCCc1c(CCCOC)c(C(=O)NC(=O)F)c(CN)c2c1Sc1c(S(=O)(=O)F)cc(I)c(C)c1N2COC(C)=O.FC(F)C(F)(F)COC(F)(F)C(F)F.FC(F)C(F)(F)COC(F)(F)C(F)F

=====

This record from the OMol25 dataset describes a cluster of 4 separate species, C27H44F4O12S2 in total in a non-equilibrium geometry. The level of theory is ωB97M-V/def2-TZVPD.

Structure (XYZ):
```
89
Properties=species:S:1:pos:R:3:forces:R:3:lowdin_charge:R:1
O 0.71632 -6.89042 -1.02853 -0.0716 0.0306 0.0653 0.00
H 7.69800 10.49181 4.08196 -0.0793 0.0396 -0.0395 0.07
C 4.62932 -8.34148 -0.86395 -0.1314 0.0520 -0.2378 -0.07
H 5.49525 -8.92864 -0.55854 -0.0004 0.0175 0.0402 0.08
H -0.82257 -8.22150 -1.50007 0.1263 -0.0664 -0.0023 0.10
H 1.22715 1.89625 0.47848 0.1335 0.1165 -0.0049 0.12
H 4.19053 -7.68226 1.12995 -0.1463 0.1638 -0.0053 0.12
C 8.24610 10.80952 3.19577 0.0047 -0.1868 0.1978 -0.07
H -0.03928 -1.09437 -0.49361 -0.0216 0.4572 0.0668 0.09
H 4.97052 -7.37276 -1.23136 0.0713 0.0103 0.1011 0.08
H 1.84247 -3.08284 -0.41389 0.3307 0.2179 0.1979 0.08
H -6.28323 -0.68781 0.25555 -0.2881 0.3788 -0.1972 0.09
H -0.41000 2.52188 0.40003 0.0034 0.1859 -0.1399 0.10
O 1.57418 -8.97643 -1.14650 -0.0447 -0.0764 0.0045 0.13
H 3.99239 6.65708 -0.98676 -0.2038 0.0083 -0.0097 0.09
H 1.52817 3.02554 2.70263 0.0264 -0.0811 -0.0362 0.07
H -0.22958 -3.93230 -0.43743 -0.1246 -0.4346 -0.1216 0.09
H 6.58968 10.52455 1.82870 -0.0462 -0.1313 0.0985 0.12
H 9.27645 10.46977 3.30866 0.0326 0.0755 -0.0918 0.08
H 4.56727 5.00101 -0.75791 -0.0262 -0.0809 0.1079 0.10
O 2.59062 -7.28568 -0.04063 -0.0648 0.0455 0.1120 0.04
C 0.58470 2.72255 0.78332 -0.2178 -0.3044 0.2542 -0.21
C -0.14130 -3.09929 -1.12746 0.0895 -0.1600 0.9296 -0.27
H 8.17004 10.58780 1.06315 0.0458 -0.2069 -0.0560 0.12
H 5.24414 6.21211 3.19298 0.0126 0.1208 0.0590 0.09
H -2.53488 -4.60243 1.79112 0.0207 -0.5423 0.4972 0.05
C 3.67625 -8.16027 0.29822 0.4163 -0.2226 0.0894 -0.21
H -4.64854 -1.07775 -2.85157 0.0472 -0.2605 -0.0851 0.13
C -3.07006 -3.21798 0.09185 -0.4515 -1.1751 2.4085 -0.07
C -5.82619 -1.56995 -0.16093 0.2360 -0.6446 1.3865 -0.36
H 4.14274 -8.85303 -1.69356 -0.0177 -0.0732 0.0608 0.07
H 1.62110 -1.93145 -1.72838 0.0605 0.1070 -0.3375 0.07
F -3.47104 -2.91293 -2.09502 -0.8679 0.3091 -0.3053 0.02
C -0.34808 -7.31857 -1.87777 -0.2971 0.0775 -0.2148 -0.04
O -6.99638 -0.25934 -2.75290 -0.4578 -0.2397 0.3715 0.03
C 6.29880 6.00218 3.35699 -0.1186 -0.2854 0.1028 -0.04
C -2.45551 -0.20453 -0.01554 0.2218 -0.2284 -1.2109 -0.44
C -5.94872 0.41974 -2.11782 0.8666 0.5466 -0.6194 -0.26
C -0.75509 -1.89935 -0.38526 0.4260 -0.3002 -0.9682 -0.22
O 5.99979 8.62850 3.33019 -0.0665 0.0194 0.0386 0.12
C 7.63276 10.22911 1.93922 0.0513 0.4652 0.0205 -0.21
O 7.12604 6.83629 2.54324 -0.0211 -0.0634 -0.0207 0.00
H -9.38297 -3.59847 0.02415 -0.2393 -0.1203 -0.0696 0.07
H -6.26630 0.85608 -1.17688 -0.2007 -0.0596 0.2773 0.16
O 2.54491 5.35717 -0.39375 0.0511 0.0390 -0.0569 0.01
C -5.63448 1.62820 -3.02489 -1.1141 -1.8207 -0.0120 -0.68
C -8.49886 -2.96953 0.04634 -0.2441 -0.5683 0.5017 -0.15
H 6.54986 6.13168 4.40870 -0.0838 0.1087 0.0050 0.10
H -1.08219 -6.51714 -1.90081 0.1267 0.1161 0.1215 0.09
C 3.91027 5.77223 -0.36192 0.2234 0.1734 -0.0643 -0.04
O 7.74837 8.79975 1.90656 0.0001 -0.0319 -0.1068 0.04
H 8.23522 11.89870 3.15707 0.0063 0.0006 -0.0426 0.08
C -2.86062 -3.98852 1.00694 0.0339 1.7275 -2.0953 0.16
H 6.49815 4.97302 3.07240 0.1492 0.0713 -0.1396 0.09
H -8.83958 -1.99168 0.35905 0.1548 0.4001 -0.2206 0.08
H 0.02386 -7.48180 -2.88838 0.0131 -0.1341 0.0273 0.10
O -1.70489 0.55035 0.51726 -0.2147 0.1543 0.1494 0.15
F -4.94307 2.54672 -2.42305 1.2634 1.2438 0.9904 0.20
H 0.11640 1.96089 2.73858 -0.0477 -0.0056 -0.0551 0.08
C -4.65846 -0.40492 -2.00059 -1.1099 -0.0002 0.2432 -0.06
H -0.08266 3.71678 2.57117 -0.1076 -0.0678 -0.0334 0.08
H 1.72095 -3.71396 -2.01047 0.2189 0.0465 -0.3787 0.07
H -6.69644 -1.14140 -2.97113 0.0084 -0.1739 -0.2121 0.10
O 3.15936 3.47034 0.68452 0.0917 -0.0221 0.0215 0.12
C -7.54887 -3.57727 1.06544 -0.0257 0.2846 -0.5137 -0.52
S -5.88058 -2.83824 1.15343 0.1452 -0.0466 0.3420 0.92
C 1.62249 -7.83498 -0.77182 0.1259 0.1179 -0.0345 -0.61
C 2.31921 4.18290 0.19924 -0.1626 0.0158 0.0150 -0.61
C 6.87147 8.13968 2.66105 0.0873 -0.0137 -0.0445 -0.62
F -4.99461 1.23367 -4.11351 1.1539 -0.3880 -0.9889 0.17
H -0.81120 -2.07399 0.68053 -0.3666 -0.1371 0.2117 0.12
O -3.78868 -0.18927 0.17076 -0.4721 -0.1939 1.2598 0.11
H -7.99326 -3.52773 2.04880 -0.0041 0.2091 0.3340 0.06
H -8.09578 -2.98043 -0.95679 0.0467 0.2150 -0.2029 0.06
O 1.01233 3.94465 0.15683 0.0314 -0.0040 -0.1141 0.04
C 1.35957 -2.91899 -1.37102 -0.5885 -0.5099 0.3918 -0.09
F -6.74774 2.16085 -3.46378 -1.5067 0.9876 -0.1538 0.18
H -7.40793 -4.62816 0.85349 0.1283 -0.2599 -0.1592 0.06
H -6.39075 -1.93791 -0.99609 -0.1486 0.0112 -0.3099 0.07
C -4.45539 -1.16708 -0.64427 0.3048 1.0191 -2.2380 -0.36
H -1.06595 0.39780 -2.33933 -0.0766 -0.1673 0.2348 -0.08
S -1.57691 -0.79782 -2.68754 -0.4488 0.0609 -0.2827 0.92
H -3.84776 0.27805 -2.17916 0.4371 0.0314 0.2037 0.08
H -0.70345 -3.38673 -2.00747 -0.0272 0.1931 -0.3434 0.09
H 4.20056 6.02947 0.65614 0.0540 -0.1037 0.0095 0.09
H 3.29203 -9.11558 0.65486 -0.1241 0.0074 -0.1177 0.12
C 0.53318 2.86174 2.28896 0.2022 0.1866 0.1047 -0.06
C -3.35113 -2.18974 -0.90030 1.9506 -1.5863 -0.8792 -0.38
C -2.05805 -1.35169 -1.00594 0.8469 1.3133 1.9189 -0.53
```
Positions in Å, forces in eV/Å.

Output
E_HOMO   -8.72 eV
Total energy   -3153.87143 Eh
Charge   0
SMILES string   C#C[C@@]1(F)[C@](CSCC)(C[C@H](O)C(F)(F)F)OC(=O)[C@@]1(S)CCC.CCOC(=O)OC.CCOC(=O)OC.CCOC(=O)OC

=====

- The highest total energy belongs to which entry?
  C27H44F4O12S2